74
Properties=species:S:1:pos:R:3 method="wB97M-V/def2-TZVPD" total_charge=+2 homo_lumo_gap_ev="7.55 / 4.82" spin_multiplicity=3 s_squared=2.010 max_force_ev_per_a=0.994 e_lumo_ha="-0.190 / -0.290"
Pd -0.348 1.957 -1.792
C 2.875 -4.120 2.995
S 1.150 -3.933 3.482
C 0.384 -3.757 1.855
C 0.557 -2.359 1.273
C -0.077 -2.223 -0.103
N -0.147 -0.820 -0.573
P 1.175 0.063 -1.154
C 2.345 -1.031 -1.947
C 3.598 -1.229 -1.357
C 4.513 -2.078 -1.958
C 4.192 -2.716 -3.149
C 2.955 -2.505 -3.748
C 2.034 -1.662 -3.154
C 2.053 1.080 0.074
C 2.715 2.186 -0.478
C 3.342 3.099 0.347
C 3.322 2.920 1.728
C 2.688 1.817 2.275
C 2.056 0.893 1.450
P -1.550 0.059 -0.951
C -2.562 0.388 0.497
C -3.292 1.580 0.482
C -4.141 1.887 1.533
C -4.249 1.018 2.610
C -3.520 -0.165 2.630
C -2.684 -0.488 1.573
C -2.535 -0.983 -2.039
C -3.929 -0.881 -2.021
C -4.683 -1.622 -2.915
C -4.060 -2.467 -3.824
C -2.675 -2.577 -3.837
C -1.914 -1.834 -2.953
H 3.442 -4.275 3.911
H 3.261 -3.230 2.498
H 3.002 -4.993 2.356
H -0.676 -3.981 1.993
H 0.781 -4.519 1.180
H 1.624 -2.126 1.198
H 0.118 -1.631 1.959
H -1.093 -2.625 -0.120
H 0.490 -2.800 -0.837
H 3.855 -0.731 -0.431
H 5.478 -2.237 -1.497
H 4.912 -3.372 -3.621
H 2.715 -2.988 -4.685
H 1.087 -1.479 -3.646
H 2.748 2.322 -1.555
H 3.856 3.948 -0.085
H 3.816 3.635 2.372
H 2.694 1.663 3.346
H 1.571 0.031 1.887
H -3.195 2.265 -0.354
H -4.717 2.803 1.511
H -4.908 1.258 3.434
H -3.614 -0.845 3.466
H -2.145 -1.426 1.595
H -4.426 -0.240 -1.305
H -5.762 -1.546 -2.896
H -4.654 -3.047 -4.517
H -2.190 -3.247 -4.536
H -0.836 -1.937 -2.952
O -0.658 6.466 2.514
C -0.602 5.399 1.731
C -0.611 4.081 2.194
C -0.543 3.054 1.281
N -0.472 3.268 -0.036
C -0.479 4.531 -0.459
Br -0.427 4.668 -2.359
C -0.539 5.626 0.351
H -0.714 6.242 3.451
H -0.671 3.862 3.252
H -0.560 2.022 1.603
H -0.545 6.632 -0.044



80
Properties=species:S:1:pos:R:3 method="wB97M-V/def2-TZVPD" homo_lumo_gap_ev="6.59 / 7.46" spin_multiplicity=4 s_squared=3.764 max_force_ev_per_a=2.450 e_lumo_ha="0.016 / 0.011"
V 0.663 0.603 -1.001
C 0.857 0.642 3.599
N 1.372 1.221 2.360
C 0.980 2.595 2.151
C -0.342 2.681 1.453
N -0.876 1.778 0.668
C -2.142 2.261 0.352
C -3.196 1.655 -0.324
C -4.368 2.374 -0.477
C -4.507 3.668 0.038
C -3.487 4.267 0.758
C -2.320 3.532 0.916
N -1.150 3.771 1.611
C 0.210 -0.711 3.525
N -0.979 -0.966 3.071
C -1.196 -2.310 3.336
C -2.318 -3.102 3.103
C -2.285 -4.416 3.531
C -1.165 -4.948 4.184
C -0.040 -4.181 4.422
C -0.077 -2.863 3.983
N 0.812 -1.815 4.088
H 0.082 1.307 3.981
H 1.646 0.584 4.360
H 2.356 1.065 2.219
H 1.699 3.080 1.492
H 0.931 3.152 3.098
H -3.095 0.639 -0.686
H -5.202 1.930 -1.007
H -5.440 4.199 -0.104
H -3.603 5.252 1.193
H -0.931 4.599 2.135
H -3.184 -2.686 2.604
H -3.143 -5.054 3.359
H -1.186 -5.979 4.515
H 0.823 -4.586 4.937
H 1.719 -1.841 4.515
C 2.884 -2.610 0.850
C 1.744 -1.940 0.116
O 1.798 -0.704 0.041
C 0.689 -2.754 -0.441
C 0.785 -4.163 -0.406
C -0.186 -4.978 -0.918
C -1.331 -4.399 -1.490
C -1.473 -3.040 -1.536
C -0.478 -2.159 -1.025
O -0.660 -0.889 -1.142
H 3.481 -1.842 1.337
H 3.523 -3.152 0.151
H 2.515 -3.316 1.594
H 1.666 -4.622 0.026
H -0.074 -6.054 -0.880
H -2.109 -5.037 -1.895
H -2.360 -2.584 -1.961
C 3.471 -0.081 -4.106
C 2.711 0.345 -2.891
N 1.517 -0.085 -2.635
O 0.966 -0.912 -3.609
C 3.173 1.351 -1.968
C 4.541 1.956 -2.000
N 2.245 1.733 -1.108
O 2.472 2.758 -0.344
H 3.295 -1.137 -4.305
H 4.535 0.103 -3.987
H 3.120 0.480 -4.975
H 0.238 -1.340 -3.142
H 5.304 1.182 -2.103
H 4.697 2.494 -1.068
H 4.657 2.665 -2.824
Br -3.593 1.510 -4.707
C -2.198 2.258 -3.674
C -2.045 3.628 -3.592
C -1.013 4.099 -2.794
C -0.211 3.204 -2.116
N -0.387 1.874 -2.174
C -1.369 1.415 -2.961
H -2.710 4.299 -4.117
H -0.839 5.162 -2.701
H 0.601 3.546 -1.481
H -1.505 0.344 -2.997



75
Properties=species:S:1:pos:R:3 method="wB97M-V/def2-TZVPD" total_charge=+2 homo_lumo_gap_ev=6.88 spin_multiplicity=1 max_force_ev_per_a=0.576 e_lumo_ha=-0.255
Ti 0.409 0.284 0.125
C -3.097 -1.353 -0.321
C -1.758 -1.713 0.292
C -1.604 -3.193 0.585
O -0.678 -1.281 -0.626
C -1.510 -0.882 1.558
O -2.361 -0.612 2.344
O -0.223 -0.446 1.670
H -3.301 -1.989 -1.182
H -3.119 -0.308 -0.635
H -3.882 -1.503 0.418
H -1.745 -3.770 -0.331
H -2.372 -3.499 1.296
H -0.621 -3.418 1.002
H -0.490 -1.990 -1.261
I 3.985 3.784 3.703
C 3.185 2.906 2.024
C 3.701 2.916 0.739
N 2.868 2.223 -0.040
N 1.830 1.732 0.673
C 2.021 2.154 1.934
H 4.594 3.373 0.345
H 3.008 1.943 -1.004
H 1.327 1.893 2.719
C 4.444 0.105 -4.303
C 5.042 -0.857 -3.503
C 4.454 -1.231 -2.303
C 3.257 -0.647 -1.873
C 2.659 0.305 -2.708
C 3.246 0.682 -3.910
Si 2.561 -1.210 -0.227
C 3.593 -0.778 1.259
C 3.096 -0.958 2.557
C 3.862 -0.624 3.662
C 5.140 -0.105 3.490
C 5.646 0.084 2.213
C 4.875 -0.242 1.104
C 2.043 -2.989 -0.302
C 1.546 -3.507 -1.507
C 1.123 -4.825 -1.591
C 1.201 -5.647 -0.473
C 1.706 -5.153 0.721
C 2.123 -3.832 0.810
H 4.903 0.395 -5.239
H 5.968 -1.320 -3.815
H 4.934 -1.992 -1.697
H 1.695 0.740 -2.454
H 2.763 1.413 -4.546
H 2.097 -1.355 2.709
H 3.469 -0.774 4.659
H 5.741 0.147 4.353
H 6.645 0.479 2.078
H 5.286 -0.091 0.112
H 1.528 -2.884 -2.400
H 0.757 -5.219 -2.530
H 0.886 -6.680 -0.540
H 1.787 -5.801 1.584
H 2.525 -3.468 1.746
C -0.696 3.016 -3.029
C -0.928 2.532 -1.638
O -0.299 1.492 -1.293
C -1.817 3.234 -0.741
C -2.339 4.490 -1.086
C -3.179 5.153 -0.213
C -3.522 4.570 1.002
C -3.026 3.315 1.350
C -2.179 2.661 0.484
H -0.050 2.324 -3.562
H -0.229 4.003 -3.006
H -1.643 3.118 -3.561
H -2.081 4.957 -2.027
H -3.570 6.125 -0.478
H -4.185 5.090 1.680
H -3.308 2.851 2.285
H -1.828 1.677 0.747